Below is a molecular structure, C31H27AsCdClNOSTe4 in a non-equilibrium geometry, with properties calculated with ωB97M-V with the def2-TZVPD basis set.

```
68
Properties=species:S:1:pos:R:3:forces:R:3
Cd 1.00932 0.59719 0.17890 0.1 1.7 -0.2
O -2.24971 -1.13484 0.13282 0.2 0.1 -0.4
C -2.52002 -1.56219 -1.18005 0.0 0.1 0.0
C -1.89625 -0.78310 -2.34750 -0.1 -0.1 0.2
C -2.58129 -0.78027 -3.56299 -0.1 0.0 0.1
C -2.00026 -0.21337 -4.68195 0.0 -0.1 0.1
C -0.72643 0.31152 -4.55805 0.2 0.1 0.0
C -0.12134 0.27980 -3.30929 0.2 0.0 -0.1
N -0.68090 -0.23690 -2.22225 -1.0 0.4 -0.4
H -1.29669 -1.39698 0.32012 -1.0 0.2 0.3
H -3.60482 -1.53836 -1.31300 0.0 0.0 0.0
H -2.20047 -2.60675 -1.30511 0.0 0.0 -0.1
H -3.56680 -1.22747 -3.61478 0.0 0.0 0.0
H -2.52112 -0.19988 -5.63170 0.0 0.0 0.0
H -0.20224 0.74239 -5.40126 0.0 0.0 0.0
H 0.88846 0.65908 -3.17337 0.0 0.1 0.0
Te 2.88068 -1.16148 1.15644 1.2 -1.0 0.9
Te 4.46634 -3.31227 1.40666 0.0 0.2 -0.2
Te 1.21843 -4.66333 -0.66316 -0.2 0.1 -0.1
Te 0.64874 -2.04142 -0.39491 1.4 -2.4 -0.3
S -0.01459 0.21456 2.43135 -0.4 0.3 0.4
C -1.10041 1.53808 2.86744 0.2 -0.2 -0.3
C -1.18798 1.84948 4.24009 -0.1 0.1 -0.1
C -2.00361 2.86187 4.70132 0.0 -0.1 0.0
C -2.80130 3.57872 3.81292 0.0 0.0 0.0
C -2.75959 3.25660 2.47003 0.1 -0.1 -0.1
C -1.90385 2.26697 1.97032 -0.1 0.2 0.2
As -1.89657 1.90237 0.04126 -0.5 0.4 0.3
C -3.88103 1.87293 -0.06257 0.0 0.1 0.0
C -4.54716 0.85811 0.62893 0.0 -0.1 0.0
C -5.93185 0.84374 0.71281 0.0 0.0 -0.1
C -6.68237 1.84602 0.10839 0.0 0.0 0.0
C -6.03302 2.85448 -0.58633 0.0 -0.1 0.0
C -4.64371 2.86291 -0.67701 0.0 0.0 0.0
C -1.68161 3.73659 -0.67466 -0.1 0.0 0.0
C -1.42928 4.88943 0.06136 0.0 0.0 0.0
C -1.19991 6.10339 -0.57814 0.0 -0.1 0.0
C -1.19833 6.17816 -1.96356 0.0 0.0 0.0
C -1.45050 5.03473 -2.71070 0.0 0.0 0.0
C -1.69607 3.82991 -2.06758 0.0 0.0 0.0
H -0.58628 1.27162 4.92956 0.1 0.0 0.0
H -2.02272 3.09486 5.76052 0.0 0.0 0.0
H -3.44958 4.37266 4.16453 0.0 0.0 0.0
H -3.41583 3.78247 1.78464 0.0 0.0 0.0
H -3.96973 0.07703 1.10935 0.0 0.0 0.0
H -6.42543 0.05007 1.26092 0.0 0.0 0.0
H -7.76294 1.84739 0.19118 0.0 0.0 0.0
H -6.60484 3.64851 -1.05285 0.0 0.0 0.0
H -4.16210 3.66562 -1.22054 0.0 0.0 0.0
H -1.38747 4.84739 1.14167 0.0 0.0 0.0
H -1.01553 6.99242 0.01320 0.1 0.0 0.0
H -0.97895 7.11571 -2.46032 0.0 0.0 0.0
H -1.43512 5.07505 -3.79358 0.0 0.0 0.0
H -1.88865 2.93679 -2.65650 0.1 0.0 0.0
Cl 2.45922 3.87371 2.04183 0.0 0.0 0.0
C 3.07740 4.20023 0.44386 0.0 0.1 0.0
C 4.08760 5.13988 0.31146 0.0 0.0 -0.1
C 4.61436 5.41590 -0.94119 0.0 0.0 0.0
C 4.13551 4.71304 -2.04075 -0.1 0.0 0.0
C 3.11109 3.79489 -1.89180 0.0 0.1 0.0
C 2.51165 3.53368 -0.65027 0.1 -0.3 0.0
C 1.33042 2.67498 -0.53234 -0.3 -0.1 0.0
H 4.44593 5.66311 1.18834 0.0 -0.1 0.0
H 5.38389 6.16953 -1.05229 0.0 0.0 0.0
H 4.54936 4.90299 -3.02436 0.0 0.0 0.0
H 2.72905 3.26619 -2.75787 0.0 0.0 0.0
H 0.75781 2.68126 -1.45893 0.0 0.1 -0.1
H 0.69588 3.05559 0.26965 0.0 0.2 -0.1
```
Forces are in eV/Å.

Properties
HOMO level ... -0.5 eV
E_tot ... -5661.4876 Eh
Net charge ... -2
LUMO level ... 3.93 eV
Energy above the lowest of the compared OMol25 structures with the same formula, charge and spin ... 2.825 eV

natural (NBO) atomic charge list, values in e, 5 entries: Cd 1.43; O -0.79; C -0.12; C 0.19; C -0.21